# 1
C24H32Cl4N2O5P2Ru | ωB97M-V/def2-TZVPD

Cartesian coordinates (Å):
Ru: 0.2007 0.2979 -0.0850
C: -4.6483 1.0763 0.4310
N: -3.8798 0.5281 1.5434
C: -4.4790 0.6658 2.8638
C: -2.6441 0.0675 1.3324
O: -2.1436 -0.0158 0.2075
C: -1.8556 -0.4087 2.5526
O: -0.4821 -0.4221 2.2313
C: 0.2765 -1.5514 2.5848
C: 0.4652 -2.4672 1.3713
O: 0.0076 -2.1311 0.2742
N: 1.1257 -3.6148 1.5636
C: 1.2950 -4.5535 0.4620
C: 1.7071 -4.0211 2.8338
H: -5.6295 0.6044 0.3956
H: -4.7734 2.1530 0.5574
H: -4.1186 0.8859 -0.4952
H: -5.5599 0.6125 2.7577
H: -4.1731 -0.1369 3.5302
H: -4.2268 1.6269 3.3182
H: -2.0029 0.2689 3.3945
H: -2.2159 -1.4049 2.8276
H: 1.2475 -1.1730 2.9124
H: -0.1876 -2.1038 3.4051
H: 0.7386 -4.1999 -0.3990
H: 2.3506 -4.6439 0.1981
H: 0.9232 -5.5344 0.7598
H: 1.8462 -3.1741 3.4994
H: 1.0889 -4.7698 3.3339
H: 2.6850 -4.4623 2.6430
C: 3.7488 -1.1044 0.6521
P: 2.7695 -0.0182 -0.4476
C: 3.8143 1.4830 -0.5075
C: 3.0087 -0.7054 -2.1299
C: 4.2415 -1.2204 -2.5291
C: 4.4346 -1.6866 -3.8181
C: 3.3934 -1.6278 -4.7342
C: 2.1663 -1.1139 -4.3517
C: 1.9529 -0.6580 -3.0505
P: 0.3128 0.0077 -2.5683
C: -0.8757 -1.0479 -3.4642
C: 0.2111 1.5902 -3.4724
H: 4.8092 -1.0980 0.4014
H: 3.3608 -2.1220 0.5950
H: 3.6258 -0.7225 1.6670
H: 4.7583 1.2654 -1.0065
H: 4.0056 1.8198 0.5117
H: 3.2954 2.2776 -1.0450
H: 5.0658 -1.2546 -1.8269
H: 5.3961 -2.0875 -4.1107
H: 3.5396 -1.9803 -5.7467
H: 1.3662 -1.0703 -5.0799
H: -0.7544 -0.9696 -4.5438
H: -1.8806 -0.7227 -3.1949
H: -0.7527 -2.0836 -3.1500
H: 0.4664 1.4593 -4.5245
H: 0.8835 2.3164 -3.0167
H: -0.8064 1.9710 -3.3816
Cl: 3.0567 5.8657 3.4169
C: 2.1248 4.8824 2.3717
C: 1.2484 5.4972 1.4246
Cl: 1.1637 7.2043 1.3517
C: 0.4860 4.7295 0.5765
Cl: -0.5674 5.4477 -0.5755
C: 0.5461 3.3085 0.6118
O: -0.1390 2.5779 -0.1582
C: 1.4463 2.6768 1.5879
O: 1.5114 1.4184 1.6223
C: 2.2168 3.5140 2.4407
Cl: 3.2825 2.7422 3.5512

Cartesian forces, eV/Å:
0.1 0.1 0.5
0.0 0.0 0.0
0.0 0.0 -0.1
0.1 0.0 0.1
-0.1 -0.1 0.1
0.2 0.2 -0.1
0.0 0.1 0.0
-0.1 0.0 -0.2
0.0 0.1 -0.1
0.0 -0.1 0.1
0.1 0.1 0.0
0.0 0.0 -0.1
0.0 0.0 0.0
0.0 0.0 0.0
0.0 0.0 0.0
0.0 0.0 0.0
0.0 0.0 0.0
0.0 0.0 0.0
0.0 0.0 0.0
0.0 0.0 0.0
0.0 0.0 0.0
0.0 0.0 0.0
0.0 0.0 0.1
0.0 0.0 0.0
0.0 0.0 0.0
0.0 0.0 0.0
0.0 0.0 0.0
0.0 0.0 0.0
0.0 0.0 0.0
0.0 0.0 0.0
-0.1 0.1 -0.1
0.1 -0.2 -0.2
-0.2 0.0 0.1
0.0 0.0 0.1
0.0 0.0 0.0
0.0 0.0 0.0
0.0 0.0 0.0
0.0 0.0 0.0
-0.1 0.0 0.0
-0.1 0.1 -0.2
0.0 0.1 0.1
0.0 -0.1 0.0
0.0 0.0 0.0
0.0 0.0 0.0
0.0 0.0 0.0
0.0 0.0 0.0
0.0 0.0 0.0
0.0 0.0 0.0
0.0 0.0 0.0
0.0 0.0 0.0
0.0 0.0 0.0
0.0 0.0 0.0
0.0 0.0 0.0
0.0 0.0 0.0
0.0 0.0 0.0
0.0 0.0 0.0
0.0 0.0 0.0
0.0 0.0 0.0
0.0 0.0 0.0
0.0 -0.2 0.1
-0.1 -0.1 -0.2
0.0 0.0 0.0
0.0 0.2 0.0
0.0 0.0 0.0
0.1 0.0 0.1
0.0 -0.3 -0.1
-0.1 -0.1 -0.1
-0.2 0.1 0.0
0.2 0.3 0.1
0.0 0.0 0.0

Properties
- Expectation value of S²: 8.7767
- E_LUMO (alpha / beta): -0.0699 / -0.1454 hartree
- Energy relative to the best compared isomer or geometry (same formula, charge and spin): 5.06 kcal/mol
- E_HOMO (alpha / beta): -9.42 / -10.51 eV
- Spin multiplicity: 6
- Frontier orbital gap (alpha / beta): 7.5150 / 6.5586 eV
- Net charge: +1

=====

# 2
C24H27FN4O | ωB97M-V/def2-TZVPD

Cartesian coordinates (Å):
F: 8.3537 -2.8765 1.5422
C: 7.0989 -3.1370 1.1175
C: 6.9157 -3.6831 -0.1389
C: 5.6221 -3.9415 -0.5599
C: 4.5475 -3.6638 0.2657
C: 4.7490 -3.1212 1.5294
C: 3.5663 -2.7992 2.4088
C: 2.8648 -1.6187 1.8454
N: 2.9511 -0.4169 2.3391
O: 2.1990 0.3627 1.5126
C: 1.7099 -0.4433 0.5627
C: 0.7397 0.0840 -0.4377
N: -0.6320 -0.1185 -0.0072
C: -1.0274 -1.5155 0.0630
C: -2.5206 -1.6926 -0.2094
C: -3.4322 -0.8450 0.6960
N: -3.4211 0.5754 0.4604
C: -3.8859 1.0257 -0.8346
C: -2.7785 1.2645 -1.8961
C: -2.6266 2.7522 -1.9592
C: -1.6292 3.4875 -2.5688
C: -1.6755 4.8723 -2.4941
C: -2.7039 5.5067 -1.8174
C: -3.7046 4.7683 -1.2016
C: -3.6590 3.3903 -1.2764
C: -4.6081 2.3902 -0.6927
C: -2.3519 1.3289 1.0752
C: -0.9864 0.6195 1.1950
N: 2.0868 -1.6758 0.7249
C: 6.0391 -2.8474 1.9574
H: 7.7687 -3.8941 -0.7637
H: 5.4544 -4.3638 -1.5390
H: 3.5397 -3.8556 -0.0695
H: 3.8885 -2.5637 3.4220
H: 2.8738 -3.6428 2.4208
H: 0.9094 1.1545 -0.5758
H: 0.8905 -0.4350 -1.3869
H: -0.7830 -1.9505 1.0467
H: -0.4639 -2.0729 -0.6881
H: -2.7675 -2.7460 -0.0627
H: -2.7281 -1.4401 -1.2494
H: -3.1698 -1.0126 1.7436
H: -4.4625 -1.1935 0.5561
H: -4.5920 0.2672 -1.1811
H: -3.0863 0.8750 -2.8697
H: -1.8488 0.7754 -1.6050
H: -0.8245 2.9931 -3.0945
H: -0.9016 5.4606 -2.9654
H: -2.7255 6.5855 -1.7657
H: -4.5038 5.2645 -0.6701
H: -5.5459 2.3912 -1.2528
H: -4.8411 2.5956 0.3520
H: -2.2211 2.2525 0.5125
H: -2.6542 1.6007 2.0978
H: -0.9977 -0.0519 2.0668
H: -0.2368 1.3897 1.3921
H: 6.2285 -2.4150 2.9274

Cartesian forces, eV/Å:
-0.1 0.0 0.0
-0.1 0.0 -0.1
0.2 0.1 0.2
0.0 0.0 0.1
-0.1 -0.1 0.0
0.2 -0.2 0.0
0.1 0.1 0.0
-0.4 0.7 0.1
0.7 -0.5 0.9
-0.4 0.2 -0.7
0.4 -0.5 0.2
-0.1 0.2 0.1
0.2 0.0 0.0
-0.3 -0.2 -0.2
0.1 0.1 0.3
-0.1 -0.2 -0.3
0.1 -0.1 0.1
-0.1 0.0 0.1
0.0 -0.1 -0.1
-0.2 0.1 0.1
0.0 0.1 0.0
0.1 0.0 -0.1
-0.1 0.1 0.1
0.0 0.0 0.0
0.1 0.0 -0.1
-0.1 0.0 -0.1
0.1 0.0 0.3
-0.4 0.2 0.0
-0.3 0.1 -0.5
0.1 0.0 -0.1
0.1 0.0 0.0
0.0 0.0 -0.1
-0.1 0.0 0.0
0.0 -0.1 0.0
0.0 0.1 0.1
0.0 -0.1 -0.1
0.1 0.1 0.1
0.1 0.0 -0.1
0.0 0.0 0.1
0.0 -0.1 0.0
0.0 -0.1 -0.1
-0.1 -0.1 0.1
0.1 0.0 0.1
0.0 0.0 0.0
0.0 -0.1 -0.1
-0.1 -0.1 -0.1
0.1 0.0 -0.1
0.1 0.1 0.0
0.0 0.1 0.0
-0.1 0.1 0.1
-0.1 0.0 0.0
-0.1 -0.1 0.0
0.0 0.0 0.1
0.1 0.1 -0.1
0.1 0.1 0.0
0.0 -0.1 0.1
0.0 0.0 0.1

Properties
- E_LUMO: 0.0259 hartree
- Structure (SMILES): Fc1cccc(Cc2noc(CN3CCCN(C4Cc5ccccc5C4)CC3)n2)c1
- Energy relative to the best compared isomer or geometry (same formula, charge and spin): 54.90 kcal/mol
- E_HOMO: -7.96 eV
- Spin multiplicity: 1
- Frontier orbital gap: 8.6603 eV

=====

# 3
C4H16F3O7V | ωB97M-V/def2-TZVPD

Cartesian coordinates (Å):
V: -0.2004 1.7012 0.7826
C: 0.6796 -1.4464 0.5821
O: 0.2659 -1.2467 -0.7812
O: 0.3473 -0.3837 1.3259
C: 0.1303 -2.7630 1.1509
F: 0.7132 -3.8091 0.5185
F: 0.4138 -2.8662 2.4360
F: -1.1900 -2.9122 0.9704
C: 0.8237 -2.1249 -1.7675
C: -0.2479 -2.4626 -2.7981
H: -0.7028 -1.5728 -3.2179
H: 0.1804 -3.1281 -3.5501
H: -0.9583 -3.1201 -2.2912
H: 1.2916 -3.0308 -1.3861
H: 1.6600 -1.5765 -2.2361
H: 1.7717 -1.5840 0.5369
O: 0.6686 1.3653 -1.2319
H: 0.7197 0.4060 -1.4410
H: 1.3251 1.8045 -1.7861
O: -2.4197 1.2899 0.4415
H: -3.1420 1.9285 0.4738
H: -2.8336 0.4216 0.5606
O: -0.8791 1.9155 2.8809
H: -1.5395 2.2817 3.4802
H: -0.4084 1.2366 3.3966
O: 1.7757 2.4989 1.1854
H: 2.1506 2.9505 1.9530
H: 2.5085 2.3935 0.5653
O: -0.7972 3.6201 -0.1165
H: -1.2450 3.7366 -0.9660
H: -0.8616 4.4766 0.3288

Cartesian forces, eV/Å:
0.1 -1.8 -0.2
0.8 1.1 0.0
-0.4 -0.5 0.0
-0.9 1.4 -0.1
-0.1 0.0 -0.8
0.0 -0.2 0.3
-0.1 -0.1 0.5
-0.1 0.2 0.2
0.5 0.5 -1.1
0.6 -1.0 0.9
-0.2 -0.1 -0.1
0.1 0.4 -0.3
-0.4 0.4 -0.1
-0.4 0.1 0.3
-0.1 0.0 -0.1
0.2 -0.2 0.1
0.1 0.0 -0.2
-0.3 -0.1 0.6
-0.2 0.1 0.1
0.0 -0.2 -0.1
0.2 0.0 0.0
0.3 0.0 0.0
0.6 -0.3 0.3
0.0 0.1 -0.3
-0.2 0.0 -0.3
0.3 0.3 0.1
-0.2 -0.1 0.0
-0.2 -0.2 0.1
-0.2 0.5 0.2
0.1 -0.2 0.1
0.1 -0.2 0.0

Properties
- Expectation value of S²: 3.7530
- E_LUMO (alpha / beta): -0.1263 / -0.1269 hartree
- Energy relative to the best compared isomer or geometry (same formula, charge and spin): 0.00 kcal/mol
- E_HOMO (alpha / beta): -11.18 / -11.64 eV
- Spin multiplicity: 4
- Frontier orbital gap (alpha / beta): 7.7434 / 8.1923 eV
- Net charge: +1

=====

# 4
CH2BrN2O3 | ωB97M-V/def2-TZVPD

Cartesian coordinates (Å):
C: 1.5943 -0.1676 0.1262
N: -0.2003 -0.1572 0.7261
N: -1.1806 0.0655 -0.0934
O: -0.2254 -0.3792 1.8975
O: 1.7658 -0.0165 -0.9887
O: -0.7313 0.5703 -1.3184
Br: 2.3931 -0.3931 1.6862
H: -2.1666 0.1909 -0.0478
H: -1.2490 0.2869 -1.9877

Cartesian forces, eV/Å:
-0.5 0.3 -0.6
0.2 0.2 -0.2
1.7 0.1 -1.8
-2.1 0.1 -0.7
0.3 -0.1 -0.4
3.2 1.8 4.6
1.4 -0.2 0.8
-1.1 -0.1 1.7
-3.1 -2.1 -3.4

Properties
- E_LUMO: -0.2099 hartree
- Energy relative to the best compared isomer or geometry (same formula, charge and spin): 5.83 kcal/mol
- E_HOMO: -15.68 eV
- Spin multiplicity: 1
- Frontier orbital gap: 9.9716 eV
- Net charge: +1